Record 1
DFT (ωB97M-V/def2-TZVPD) results for 9 unconnected molecules or ions with the total composition C26H47N5O4.

XYZ file:
```
82
Properties=species:S:1:pos:R:3:forces:R:3:mulliken_charge:R:1
C -2.471300 5.612460 -6.144970 -0.95 0.28 -1.20 -0.8992
C -2.319710 5.098050 -7.529900 0.79 -0.04 0.40 0.4360
N -2.095590 4.733000 -8.599340 -0.07 0.04 0.40 -0.4358
H -2.075210 6.627670 -6.121200 0.50 -0.24 0.21 0.2851
H -2.092690 4.936340 -5.378420 0.08 0.19 -0.24 0.2733
H -3.542140 5.782930 -6.033940 -0.11 -0.30 0.39 0.3627
C -1.460280 4.870840 -12.144440 0.28 -1.19 -0.98 -0.4489
C -1.255360 3.550450 -12.792120 0.31 -2.55 -1.17 0.3975
N -1.093970 2.527890 -13.353250 -0.28 2.79 1.74 -0.5022
H -0.787400 5.516020 -12.709310 -0.18 0.48 0.32 0.2861
H -1.198410 4.804890 -11.088420 -0.30 0.23 -0.11 -0.0283
H -2.503870 5.124440 -12.330710 0.14 0.34 0.33 0.3852
C 7.110560 0.956410 -8.338370 -0.37 -1.01 0.80 -0.8361
C 6.666450 0.662820 -9.693450 -0.53 0.69 -2.64 0.4664
N 6.267980 0.476870 -10.778010 0.74 0.30 2.47 -0.4588
H 6.493550 0.254420 -7.777490 0.20 -0.11 0.56 0.2622
H 6.896390 1.927000 -7.890950 -0.09 0.20 -0.77 0.2867
H 8.153070 0.709220 -8.137930 -0.05 -0.03 -0.35 0.3232
C 1.613220 6.982880 -9.520170 0.68 0.38 0.65 0.0725
C 0.815510 8.058730 -10.040090 -1.04 0.01 -0.90 0.0531
N 0.219470 8.942370 -10.463590 -0.02 0.01 0.07 -0.3987
H 1.107530 6.069100 -9.208110 -0.34 0.27 -0.23 -0.0647
H 1.990910 7.480560 -8.626990 0.63 -0.58 0.20 0.1368
H 2.429020 6.776610 -10.213000 0.05 -0.08 0.14 0.2417
C -0.539120 0.310710 -6.768750 0.63 0.28 -0.43 -0.5616
C 0.924990 0.567730 -6.665090 -4.34 -0.80 0.59 0.4503
N 2.030370 0.731130 -6.539020 3.29 0.61 0.00 -0.4572
H -0.909040 1.010940 -7.517710 -0.25 -0.43 -0.18 -0.0256
H -1.164790 0.479200 -5.892250 0.69 0.12 0.36 0.4265
H -0.683500 -0.729280 -7.061470 -0.08 0.20 -0.29 0.2241
C 2.534500 -3.010130 -9.826510 0.64 -0.39 0.69 -0.4054
C 3.249570 -1.714770 -9.559080 0.17 0.37 0.49 -0.8087
C 2.611840 -0.805180 -10.622160 1.94 1.41 0.46 0.8610
O 1.914600 -1.589790 -11.540480 -0.71 0.13 0.21 -0.4570
C 2.326020 -2.920180 -11.293590 -0.59 -1.40 -0.73 -0.6541
H 1.570980 -3.023850 -9.317070 -0.06 -0.08 0.05 0.1299
H 3.135580 -3.857240 -9.496040 -0.21 -0.16 -0.15 0.4166
H 4.325370 -1.778460 -9.722450 0.00 -0.23 -0.22 0.3742
H 3.142210 -1.436390 -8.510710 -0.25 0.51 -0.10 0.2928
H 3.400100 -0.255810 -11.136890 0.51 -0.22 -0.39 0.4234
H 2.114240 0.051080 -10.166830 -1.41 -0.27 0.10 -0.8907
H 3.216400 -3.168030 -11.871430 0.28 0.13 0.01 0.3345
H 1.557280 -3.635560 -11.585780 -0.23 0.32 -0.41 0.3751
C -0.870380 -0.551740 -10.337340 -0.80 0.79 0.03 0.6931
C -1.816240 -1.767240 -10.303050 -0.08 -0.02 -0.52 -0.8229
C -3.000840 -1.278350 -9.419660 -0.18 0.08 0.50 -0.4737
O -2.689430 0.062100 -8.996080 0.66 0.28 0.36 -0.4343
C -1.809590 0.623850 -9.956100 0.10 -0.87 -0.67 0.0090
H -0.370800 -0.401950 -11.294460 0.03 -0.12 0.11 0.4154
H -0.137420 -0.641580 -9.535590 0.23 -0.08 -0.09 -0.4528
H -1.267720 -2.655210 -9.988820 -0.22 0.08 0.89 0.3020
H -2.100070 -2.118340 -11.295150 -0.43 0.67 -0.20 0.3621
H -3.178590 -1.896060 -8.539350 0.51 0.06 0.28 0.2597
H -4.016520 -1.177700 -9.802240 0.23 -0.47 -1.13 0.2926
H -1.287860 1.512080 -9.599810 0.04 -0.03 0.71 -0.4159
H -2.368530 1.025180 -10.801460 -0.18 -0.29 -0.39 0.3070
C 3.296870 3.081640 -10.398430 0.50 -0.41 0.37 -0.5998
C 2.634600 2.946140 -9.007220 1.40 0.05 -0.17 0.2493
C 1.214130 3.152760 -9.264970 -0.98 0.79 -0.39 0.4585
O 1.027700 3.542990 -10.635080 0.04 -1.01 0.68 0.1333
C 2.164440 3.000990 -11.387320 0.31 0.51 0.19 -0.3384
H 4.052630 2.300780 -10.483160 -0.03 0.09 -0.55 0.1342
H 3.770750 4.057320 -10.506150 0.11 -0.10 0.09 0.3653
H 3.058700 3.728510 -8.377840 -0.23 -0.28 0.42 -0.0873
H 2.715110 1.956540 -8.557430 0.65 0.20 0.11 0.2617
H 0.635850 3.707350 -8.525970 -0.25 0.94 -0.42 0.3511
H 0.678880 2.210080 -9.151120 -0.62 -0.85 -0.61 -0.9901
H 2.305550 3.553890 -12.316020 -0.38 0.29 0.14 0.4680
H 1.887140 1.994370 -11.700260 -0.46 -0.40 0.17 0.2527
C 3.487820 5.982300 -5.090750 2.70 1.11 -0.95 -0.7992
C 3.331960 4.791710 -4.240220 -0.15 -0.13 0.66 -0.4703
C 2.470770 3.923950 -5.068200 -0.78 -0.68 0.01 -0.2726
O 1.712090 4.790260 -5.879250 -0.91 1.49 -2.07 -0.2643
C 2.207070 6.160140 -5.810290 -0.46 0.00 1.47 0.0852
H 4.267750 5.772560 -5.822750 0.17 -0.09 -0.35 0.2839
H 3.909900 6.827330 -4.546800 -0.51 0.27 0.03 0.4264
H 2.721790 5.145940 -3.409360 0.67 -0.58 0.83 0.2793
H 4.282180 4.275700 -4.102680 -0.14 0.33 1.06 0.2906
H 1.731590 3.397370 -4.464520 0.23 -0.48 -0.05 0.2327
H 3.061130 3.225100 -5.660810 -0.14 -0.15 -0.21 0.1476
H 1.552360 6.771800 -5.189540 -0.55 -0.22 0.12 0.3348
H 2.330650 6.769390 -6.705630 -0.17 -0.95 -0.62 -0.2175
```
Positions in Å, forces in eV/Å.

## Properties
Charge: +1
HOMO-LUMO gap (alpha / beta) (eV): 9.7 / 3.5
Multiplicity: 2
HOMO level (alpha / beta) (eV): -11.92 / -11.88
Expectation value of S²: 0.755



Record 2
DFT (ωB97M-V/def2-TZVPD) results for a gas-phase ion, C5H15N2 (charge +1).

XYZ file:
```
22
Properties=species:S:1:pos:R:3:forces:R:3:mulliken_charge:R:1
C 1.605730 2.245530 0.072747 -0.06 0.08 0.29 -1.3237
C 0.933456 0.992287 -0.472066 1.56 -0.51 -0.58 -0.5284
C 0.563542 -0.147021 0.489449 -0.55 1.10 0.07 -0.0183
N 1.807596 -0.966268 0.783612 0.02 -0.89 -0.04 -0.2634
C -0.563781 -0.959405 -0.160213 0.66 -0.51 0.30 -1.0335
N -1.725134 -0.109981 -0.220873 -0.42 -0.26 -0.44 -0.2953
C -2.938983 -0.868400 -0.643264 0.66 2.43 -1.75 -0.8797
H 2.641927 2.115525 0.399799 -0.15 -0.26 0.16 0.3107
H 1.020160 2.642546 0.895618 0.01 0.22 0.19 0.3684
H 1.663009 3.019171 -0.691024 -0.17 -0.07 -0.09 0.3634
H 0.112758 1.251629 -1.130522 -0.36 -0.12 0.32 0.4734
H 1.674048 0.496194 -1.126423 -0.25 0.25 -0.32 0.2653
H 0.270035 0.230707 1.473830 -0.13 -0.03 -0.10 0.3834
H 2.546257 -0.926072 0.071465 -0.35 0.23 -0.14 0.3949
H 1.537332 -1.952258 0.860062 0.10 0.03 0.14 0.3377
H 2.248532 -0.703766 1.662955 -0.05 0.11 0.12 0.3774
H -0.824859 -1.927355 0.289595 0.46 -0.03 0.68 0.5450
H -0.144462 -1.258753 -1.129221 -0.56 0.35 -0.44 0.3546
H -1.906054 0.264435 0.699185 0.08 0.15 0.12 0.1959
H -3.575421 -1.052032 0.204679 -0.11 -1.29 0.02 0.2887
H -2.594361 -1.544954 -1.423479 -0.34 -1.25 0.90 0.3607
H -3.519247 -0.223154 -1.325460 -0.05 0.27 0.59 0.3229
```
Positions in Å, forces in eV/Å.

## Properties
Charge: +1
HOMO-LUMO gap (eV): 9.0
HOMO level (eV): -12.61



Record 3
DFT (ωB97M-V/def2-TZVPD) results for 2 unconnected molecules or ions with the total composition C10H16O.

XYZ file:
```
27
Properties=species:S:1:pos:R:3:forces:R:3:mulliken_charge:R:1
C 1.675497 -0.924166 -2.624295 -1.16 1.73 4.02 -1.1101
C 0.357994 -0.956468 -1.683250 -2.29 -1.16 -3.24 -0.8802
C 0.439514 -0.491623 -0.295155 0.49 0.37 0.48 0.5635
C 0.644392 0.836798 -0.051771 -0.29 1.79 -0.73 -0.0085
C 1.047473 1.442978 1.166475 -0.13 -2.52 -0.45 -1.1171
C 1.317520 0.492847 2.154898 -1.90 -2.48 -0.61 0.7031
O 1.896003 0.663681 3.323121 2.01 -0.13 2.18 -0.5112
C 0.934291 -0.933514 2.032031 0.03 3.15 -2.97 -0.5937
C 0.463296 -1.337399 0.788559 0.45 -0.82 1.34 -0.3900
H 1.711781 0.162561 -2.770059 0.15 -0.43 -1.64 0.3060
H 1.648728 -1.692753 -3.352802 0.00 0.04 -1.16 0.3676
H 2.560460 -0.999035 -1.985057 -0.05 -0.79 0.04 0.3175
H -0.471578 -0.429549 -2.270330 1.27 0.45 0.70 0.1408
H -0.220609 -1.901042 -1.786276 1.15 -0.34 0.66 0.4331
H 0.384537 1.387551 -0.964327 0.54 0.72 0.58 0.2588
H 1.228653 2.492756 1.274844 0.04 0.29 0.07 0.4102
H 1.737455 1.357892 3.948907 -0.56 0.97 -0.38 0.3239
H 1.160806 -1.661187 2.757371 0.04 -0.30 1.17 0.4346
H 0.119374 -2.346998 0.658812 0.19 -0.52 -0.07 0.3456
C -4.028399 -0.050966 -2.081527 2.56 -0.19 -1.06 -0.8863
C -3.363662 1.103868 -1.329274 -0.49 1.53 -5.28 -0.6936
H -3.872946 0.079636 -3.184811 -0.05 -0.02 0.86 0.2382
H -3.493266 -0.995026 -1.825350 -0.79 0.42 -0.08 0.2367
H -5.064231 -0.093240 -1.960803 -1.62 -0.39 0.59 0.3775
H -3.260342 0.993055 -0.357054 0.02 -0.80 4.79 0.3506
H -3.943100 2.059866 -1.530596 0.96 -0.94 0.22 0.2971
H -2.321226 1.181947 -1.697590 -0.53 0.38 -0.02 0.0856
```
Positions in Å, forces in eV/Å.

## Properties
Charge: 0
HOMO-LUMO gap (eV): 9.0
HOMO level (eV): -8.21



Record 4
DFT (ωB97M-V/def2-TZVPD) results for C6H10O in the gas phase.

XYZ file:
```
17
Properties=species:S:1:pos:R:3:forces:R:3:mulliken_charge:R:1
O 2.636208 -0.205764 0.626836 -0.05 -0.82 -0.03 -0.2408
C 2.639946 -1.443839 1.035572 0.48 0.08 -0.28 -0.2880
C 1.516994 0.014206 -0.265722 -0.27 0.14 -0.35 -0.4400
C 0.241082 0.450540 0.414113 0.01 0.02 0.05 -0.6349
C -0.825495 0.662844 -0.639617 0.09 0.12 -0.01 -0.0862
C -1.697004 -0.475924 -1.099269 0.01 -0.16 -0.09 -0.5416
C -2.272766 0.626995 -0.255873 -0.16 0.11 0.12 -0.6132
H 3.678945 -1.583119 1.389867 0.03 0.16 0.69 0.1746
H 1.887354 0.749044 -0.982557 -0.15 0.05 0.04 0.3173
H 1.370270 -0.944225 -0.764854 -0.16 0.23 -0.14 0.4012
H 0.407606 1.372263 0.983504 -0.02 -0.07 -0.06 0.3001
H -0.073477 -0.327249 1.123467 0.07 0.11 -0.13 0.2727
H -0.550260 1.381963 -1.410931 -0.09 -0.08 0.13 0.3789
H -1.980703 -0.516132 -2.147721 0.08 0.03 0.19 0.2588
H -1.557326 -1.451459 -0.638964 0.02 0.19 -0.03 0.2458
H -2.947849 1.339309 -0.720042 0.09 -0.13 0.06 0.2586
H -2.501574 0.400047 0.782168 0.03 0.03 -0.16 0.2367
```
Positions in Å, forces in eV/Å.

## Properties
Charge: 0
HOMO-LUMO gap (eV): 9.3
HOMO level (eV): -8.57



Question: What is the formula in the first record?
Answer: C26H47N5O4



What did the third record say?
DFT (ωB97M-V/def2-TZVPD) results for 2 unconnected molecules or ions with the total composition C10H16O.

XYZ file:
```
27
Properties=species:S:1:pos:R:3:forces:R:3:mulliken_charge:R:1
C 1.675497 -0.924166 -2.624295 -1.16 1.73 4.02 -1.1101
C 0.357994 -0.956468 -1.683250 -2.29 -1.16 -3.24 -0.8802
C 0.439514 -0.491623 -0.295155 0.49 0.37 0.48 0.5635
C 0.644392 0.836798 -0.051771 -0.29 1.79 -0.73 -0.0085
C 1.047473 1.442978 1.166475 -0.13 -2.52 -0.45 -1.1171
C 1.317520 0.492847 2.154898 -1.90 -2.48 -0.61 0.7031
O 1.896003 0.663681 3.323121 2.01 -0.13 2.18 -0.5112
C 0.934291 -0.933514 2.032031 0.03 3.15 -2.97 -0.5937
C 0.463296 -1.337399 0.788559 0.45 -0.82 1.34 -0.3900
H 1.711781 0.162561 -2.770059 0.15 -0.43 -1.64 0.3060
H 1.648728 -1.692753 -3.352802 0.00 0.04 -1.16 0.3676
H 2.560460 -0.999035 -1.985057 -0.05 -0.79 0.04 0.3175
H -0.471578 -0.429549 -2.270330 1.27 0.45 0.70 0.1408
H -0.220609 -1.901042 -1.786276 1.15 -0.34 0.66 0.4331
H 0.384537 1.387551 -0.964327 0.54 0.72 0.58 0.2588
H 1.228653 2.492756 1.274844 0.04 0.29 0.07 0.4102
H 1.737455 1.357892 3.948907 -0.56 0.97 -0.38 0.3239
H 1.160806 -1.661187 2.757371 0.04 -0.30 1.17 0.4346
H 0.119374 -2.346998 0.658812 0.19 -0.52 -0.07 0.3456
C -4.028399 -0.050966 -2.081527 2.56 -0.19 -1.06 -0.8863
C -3.363662 1.103868 -1.329274 -0.49 1.53 -5.28 -0.6936
H -3.872946 0.079636 -3.184811 -0.05 -0.02 0.86 0.2382
H -3.493266 -0.995026 -1.825350 -0.79 0.42 -0.08 0.2367
H -5.064231 -0.093240 -1.960803 -1.62 -0.39 0.59 0.3775
H -3.260342 0.993055 -0.357054 0.02 -0.80 4.79 0.3506
H -3.943100 2.059866 -1.530596 0.96 -0.94 0.22 0.2971
H -2.321226 1.181947 -1.697590 -0.53 0.38 -0.02 0.0856
```
Positions in Å, forces in eV/Å.

## Properties
Charge: 0
HOMO-LUMO gap (eV): 9.0
HOMO level (eV): -8.21